No. 1
The following is a quantum chemistry calculation of C13H18NNiO10PS3 as an isolated structure in a non-equilibrium geometry, from OMol25.

Results
LUMO energy (spin up / spin down)   4.4 / 3.3 eV
Spin multiplicity   3
Net charge   -2
Frontier orbital gap (spin up / spin down)   6.683 / 5.554 eV

```
47
Properties=species:S:1:pos:R:3:forces:R:3:lowdin_spin:R:1
Ni 3.1016 -2.6926 0.6090 -1.5652 0.5015 0.9046 0.03
O 5.6182 -4.9069 0.8256 -0.1164 0.0433 0.0664 0.00
S 5.1649 -3.8034 0.0010 1.0622 -0.5260 -0.3602 0.00
O 6.0557 -3.5181 -1.1050 -0.1298 0.0856 -0.0365 0.00
O 4.9124 -2.5492 0.8445 0.6538 -0.0326 -0.0377 -0.01
O 3.7255 -4.0252 -0.4767 0.3860 -0.5257 -0.3337 0.01
O 2.7709 -1.3091 1.8869 -0.1750 0.3037 0.1183 0.01
C 1.8915 -0.3981 1.7266 0.4124 -0.1463 0.2161 0.00
C 1.1996 -0.0878 0.5936 0.0639 -0.2135 -0.3418 0.01
C -0.0345 0.7422 0.5077 0.0356 0.0648 -0.0919 0.04
C -1.8482 -0.4681 -1.3816 0.6886 -0.0103 -0.3763 0.27
C -1.4818 -1.8491 -1.8135 0.0929 0.0356 -0.1508 0.03
C -0.6531 -2.7100 -0.9142 -0.0661 -0.2088 -0.0646 0.01
C 0.5812 -2.5053 -0.4216 0.1802 -0.0763 -0.0095 0.01
O 1.2474 -3.1953 0.4350 -0.0382 0.1350 -0.1235 0.03
N -3.1797 -0.1157 -1.2703 -0.5872 0.0092 0.1934 0.08
O -3.4977 1.0316 -0.9118 0.2750 -0.0126 -0.0872 0.15
O -4.0530 -0.9825 -1.5063 0.2170 0.1205 0.0083 0.11
H 1.6903 0.2066 2.6240 -0.0724 0.0663 -0.0430 0.00
H 0.1255 1.7700 0.8632 -0.1371 0.0326 -0.0949 0.00
H -2.4035 -2.3748 -2.0372 -0.0345 0.0318 0.0891 0.00
H -1.1367 -3.6250 -0.5842 0.0391 0.0084 0.0256 0.00
C -1.1577 4.2779 -2.6416 0.0299 -0.2223 -0.0015 0.00
C -0.2644 3.0744 -2.3864 0.1148 0.2430 -0.1046 0.01
C 0.9874 3.4502 -1.5985 -0.2422 -0.1648 -0.0098 0.01
O -1.0693 2.1343 -1.6776 0.0835 0.0486 -0.0537 0.10
P -0.4384 0.6561 -1.3568 -0.5091 -0.1347 0.7096 0.28
S -0.8365 -1.2373 -3.4238 -0.0282 0.0691 -0.0978 0.55
S 1.5499 -1.0155 -0.8820 -0.7555 0.2829 0.0627 0.23
O -1.2214 0.2135 1.1081 -0.0789 0.0438 -0.0868 0.02
C -1.2111 -0.2190 2.4507 -0.0509 0.0534 0.1750 0.00
C -1.1852 0.9635 3.4178 0.0362 -0.1104 -0.1414 0.00
C -2.4768 -1.0472 2.6116 0.1448 0.0706 -0.0964 0.00
H -0.5940 5.0734 -3.1322 -0.0269 0.0235 0.0052 0.00
H -1.5500 4.6343 -1.6881 0.0201 0.0818 -0.0099 0.00
H -2.0010 3.9894 -3.2686 -0.0090 0.0279 0.0048 0.00
H 0.0411 2.6346 -3.3445 -0.0352 -0.0412 0.0312 0.00
H 0.7024 3.8754 -0.6339 0.0270 0.0164 0.0114 0.00
H 1.5772 4.1821 -2.1526 0.0395 -0.0220 0.0012 0.00
H 1.5974 2.5618 -1.4200 0.0915 0.0716 0.0298 0.00
H -0.3404 -0.8563 2.6312 0.0187 -0.0535 -0.0303 0.00
H -2.0253 1.6284 3.2057 -0.0005 0.0062 0.0039 0.00
H -0.2564 1.5295 3.3196 -0.0218 0.0211 0.0397 0.00
H -1.2676 0.6023 4.4448 0.0452 0.0497 0.0391 0.00
H -3.3442 -0.4275 2.3733 -0.0311 -0.0406 0.0302 0.00
H -2.5617 -1.4254 3.6320 -0.0267 -0.0041 0.0102 0.00
H -2.4502 -1.8870 1.9173 -0.0201 -0.0022 0.0084 0.00
```
Forces are in eV/Å.


No. 2
The following is a quantum chemistry calculation of C13H19AsBrClFIN as an isolated structure in a non-equilibrium geometry, from OMol25.

Results
LUMO energy   2.8 eV
Spin multiplicity   1
Net charge   -1
Frontier orbital gap   8.467 eV

```
38
Properties=species:S:1:pos:R:3:forces:R:3:nbo_charge:R:1
C 0.6269 -0.8765 2.7352 0.4751 -0.0219 -0.0919 -0.33
C 1.2336 -0.1661 1.9664 -0.3089 -0.2687 -0.4684 -0.38
As 2.1380 0.6207 0.3392 0.0172 0.5250 0.9348 1.55
F 3.0537 1.3952 -1.0857 -0.0078 -0.0682 -0.1008 -0.71
Br 2.9202 2.5110 1.7981 0.2002 0.3613 0.3286 -0.49
I 1.2254 -1.3133 -1.2241 -0.3097 -0.6102 -0.4525 -0.38
C 3.8435 -0.2770 0.8089 0.5597 -0.2252 -0.0309 -0.68
C 4.3591 -1.4435 -0.0181 0.6967 -0.0462 -0.0859 -0.45
C 4.7689 -1.0567 -1.4417 -0.0511 -0.6366 0.3089 -0.33
Cl 5.0682 -2.5837 -2.3864 -0.0465 0.2422 -0.0176 -0.13
C 0.5820 1.7168 -0.1921 -0.6199 0.0837 -0.3218 -0.70
C -0.8113 1.1347 0.0794 -0.5741 0.2838 -0.6354 -0.43
C -1.7014 1.1359 -1.1967 0.5080 0.2619 0.6876 -0.41
C -3.1786 1.3265 -0.9020 -0.0489 -0.5351 -1.0468 -0.19
N -3.8277 0.1684 -0.2922 0.1052 0.9621 0.3963 -0.33
C -4.7344 0.3293 0.7064 -0.7168 -0.6224 0.6726 -0.06
C -5.2254 -0.9054 1.0734 0.5398 -0.0865 -0.5728 -0.32
C -4.5600 -1.8502 0.2411 -0.1920 0.1204 0.1121 -0.31
C -3.7065 -1.1541 -0.5873 -0.2658 -0.3575 0.1133 -0.07
H 0.2175 -1.6126 3.3839 -0.1788 0.1629 0.1240 0.22
H 4.6048 0.5032 0.8013 -0.2556 0.2182 -0.1703 0.24
H 3.7444 -0.5788 1.8503 -0.2947 -0.0055 -0.0040 0.24
H 5.2905 -1.7703 0.4664 -0.0885 0.0086 0.0989 0.20
H 3.7358 -2.3332 -0.0071 -0.3804 0.2131 -0.1322 0.23
H 4.0203 -0.4700 -1.9590 0.0393 -0.0608 -0.1040 0.25
H 5.7342 -0.5617 -1.4309 -0.0799 0.2790 -0.0663 0.20
H 0.6996 1.9036 -1.2590 0.2882 -0.2696 -0.0022 0.23
H 0.6665 2.6868 0.2887 0.3009 -0.0924 0.2008 0.24
H -1.3187 1.7744 0.8058 0.1076 -0.1658 0.2571 0.19
H -0.8058 0.1161 0.4604 0.2026 0.0452 0.2512 0.25
H -1.4041 1.9660 -1.8419 0.0056 -0.0086 -0.0560 0.20
H -1.4968 0.2129 -1.7400 -0.1732 0.0459 -0.1929 0.22
H -3.6897 1.5501 -1.8482 -0.0285 -0.0873 0.0546 0.19
H -3.3558 2.1895 -0.2659 0.1145 -0.0472 0.2523 0.20
H -5.0043 1.2815 1.1285 0.2423 0.2125 -0.2016 0.20
H -5.9470 -1.1298 1.8382 -0.0529 0.1119 0.0745 0.21
H -4.7161 -2.9162 0.2609 0.1391 -0.0355 -0.0895 0.21
H -3.0497 -1.5235 -1.3540 0.1320 0.1136 -0.0240 0.22
```
Forces are in eV/Å.


No. 3
The following is a quantum chemistry calculation of C13H19AuFN2O5PS2 as an isolated structure, from OMol25.

Results
LUMO energy (spin up / spin down)   0.4 / -2.0 eV
Spin multiplicity   3
Net charge   0
Frontier orbital gap (spin up / spin down)   7.954 / 6.585 eV

```
44
Properties=species:S:1:pos:R:3:forces:R:3:lowdin_spin:R:1
Au 1.0102 -0.2776 -0.2581 0.0391 -0.0264 0.0538 0.49
C 5.1304 1.6148 0.7654 -0.0029 -0.0048 0.0060 0.02
C 3.7260 1.2675 0.3524 0.0085 -0.0060 -0.0043 0.19
S 3.3168 -0.3665 0.3797 -0.0475 0.0204 -0.0215 0.48
C 2.8511 2.2914 -0.0354 -0.0092 -0.0012 -0.0175 0.20
C 3.3193 3.7197 -0.0154 -0.0094 0.0034 0.0243 0.02
S 1.2538 2.0364 -0.5184 0.0118 0.0176 -0.0112 0.41
H 5.6610 0.7320 1.1129 0.0017 0.0003 -0.0022 0.01
H 5.1263 2.3556 1.5670 0.0018 -0.0004 0.0038 0.01
H 5.6850 2.0417 -0.0735 -0.0026 0.0021 0.0018 0.01
H 4.2527 3.8380 -0.5680 -0.0008 -0.0034 -0.0058 0.01
H 3.5022 4.0420 1.0126 0.0104 0.0042 -0.0040 0.01
H 2.5709 4.3792 -0.4477 0.0009 -0.0011 -0.0003 0.00
C -3.3388 -1.4089 -1.9008 -0.0128 -0.0012 -0.0061 0.00
P -1.9186 -0.3276 -1.9813 0.0080 -0.0096 0.0151 0.01
C -2.5020 1.2754 -2.5508 -0.0098 0.0017 0.0001 0.00
C -0.8231 -0.9584 -3.2526 0.0071 0.0006 0.0185 0.00
O -1.2256 -0.1819 -0.6400 0.0213 -0.0110 -0.0435 0.07
H -3.8807 -1.3860 -2.8475 -0.0017 -0.0066 0.0047 0.00
H -3.9846 -1.0891 -1.0835 0.0060 0.0114 0.0011 0.00
H -2.9838 -2.4184 -1.6935 0.0051 -0.0017 -0.0032 0.00
H -2.9874 1.1945 -3.5237 -0.0038 0.0005 0.0014 0.00
H -1.6536 1.9566 -2.6241 0.0005 0.0008 0.0021 0.00
H -3.2103 1.6737 -1.8243 -0.0006 0.0034 -0.0030 0.00
H -1.3533 -1.0701 -4.1991 -0.0045 0.0005 -0.0005 0.00
H -0.4536 -1.9297 -2.9177 -0.0009 0.0001 -0.0010 0.00
H 0.0116 -0.2679 -3.3856 -0.0009 -0.0019 -0.0014 0.00
F 1.1976 0.2292 3.6418 -0.0078 0.0030 0.0042 0.00
C 0.0531 -0.1668 3.0697 0.0049 -0.0052 0.0044 0.00
C -0.0862 -1.4061 2.5908 -0.0044 -0.0031 0.0097 0.00
N -1.2494 -1.8404 1.9949 0.0140 -0.0054 -0.0099 0.00
C -1.2364 -3.0873 1.2318 0.0023 0.0237 0.0004 0.00
C -0.4360 -2.9362 -0.0746 0.0081 0.0043 0.0301 0.01
O -0.9054 -3.3613 -1.1187 -0.0109 -0.0115 -0.0029 0.01
O 0.7215 -2.3853 0.0813 0.0022 0.0077 -0.0399 0.04
C -2.3378 -1.0003 1.8568 -0.0167 0.0001 -0.0080 0.00
O -3.3751 -1.3217 1.3143 0.0023 -0.0033 0.0086 0.00
N -2.1694 0.2500 2.4188 0.0023 0.0119 -0.0032 0.00
C -1.0256 0.8054 2.9846 -0.0078 0.0020 0.0123 0.00
O -0.9891 1.9553 3.3578 0.0025 -0.0016 -0.0033 0.00
H 0.7236 -2.1191 2.6309 0.0013 -0.0004 -0.0004 0.00
H -2.2622 -3.3640 1.0173 -0.0021 0.0022 0.0036 0.00
H -0.7690 -3.8613 1.8426 -0.0057 -0.0148 -0.0103 0.00
H -2.9560 0.8735 2.3109 0.0006 -0.0012 -0.0026 0.00
```
Forces are in eV/Å.


No. 4
The following is a quantum chemistry calculation of C13H19BFeNO3 as an isolated structure in a non-equilibrium geometry, from OMol25.

Results
LUMO energy (spin up / spin down)   -8.3 / -11.8 eV
Spin multiplicity   6
Net charge   +2
Frontier orbital gap (spin up / spin down)   6.966 / 3.727 eV

```
38
Properties=species:S:1:pos:R:3:forces:R:3:lowdin_spin:R:1
O 3.9684 0.2652 1.9456 -3.6120 2.6836 -0.1489 0.09
C 3.0404 0.9569 1.8948 9.5228 -6.4731 1.3405 0.09
Fe 1.5688 1.8669 1.6144 -3.0843 0.4423 2.6690 3.08
C 2.4227 3.3827 1.1918 4.7796 9.3220 -2.8112 0.10
O 2.9845 4.3176 0.8047 -2.0134 -3.6436 1.4097 0.08
C 1.5965 1.5589 -0.1223 0.3327 -1.5908 -10.2767 0.03
O 1.7078 1.4459 -1.2799 -0.5177 0.4955 4.9610 -0.01
C -0.4044 2.9110 1.4246 0.2517 1.7555 0.2207 0.18
C -1.2995 1.8258 1.1708 -0.9282 0.3749 -0.7773 0.28
C -0.9369 0.5374 1.4111 -0.5718 -1.0642 0.8562 0.23
C 0.3588 0.2838 2.0050 -0.7891 -2.3029 0.6717 0.23
C 0.7336 0.8483 3.2733 -0.8733 -1.2041 0.2184 0.07
C 0.4823 2.1587 3.6355 -0.2853 0.2433 2.0381 0.24
C 0.2612 3.1402 2.6503 -2.1554 1.0068 -0.2747 0.08
H -0.3533 3.7313 0.6893 -0.5785 -0.1989 0.5673 0.00
H -2.2648 2.0678 0.7045 0.4102 -0.1562 0.0556 0.01
H -1.6240 -0.3059 1.2530 0.3493 0.5549 0.1118 0.00
H 0.8431 -0.6689 1.7444 -0.5189 0.1410 0.3752 0.01
H 1.2708 0.1947 3.9673 -0.0569 0.1619 -0.1656 0.01
H 0.7043 2.4872 4.6574 0.0784 -0.1593 -0.4487 0.01
H 0.5099 4.1784 2.9009 0.1159 -0.3103 -0.2173 0.01
C -1.4337 -2.8934 -3.4408 -0.1499 0.0778 0.1028 0.00
N -0.9182 -2.1985 -2.2176 0.5502 0.3075 0.2857 0.01
C 0.0531 -3.1120 -1.5386 -0.0883 0.0386 -0.2074 0.00
C -0.1914 -0.9684 -2.6539 -0.0734 -0.2202 -0.1643 0.00
B -2.0999 -1.7796 -1.1940 -0.7035 -0.6197 -0.6848 0.08
H -1.6238 -0.9723 -0.3106 0.0067 -0.4251 -0.6590 0.06
H -0.5943 -3.0985 -4.1156 -0.1599 0.0047 0.1566 0.00
H -1.9148 -3.8297 -3.1470 0.0693 0.2175 -0.0193 0.00
H -2.1613 -2.2479 -3.9384 0.1281 -0.1136 0.1261 0.00
H 0.9279 -3.2438 -2.1866 -0.1420 -0.0633 0.1807 0.00
H 0.3538 -2.6720 -0.5820 -0.0702 -0.0864 -0.1936 0.00
H -0.4319 -4.0778 -1.3633 0.1264 0.2973 0.0300 0.00
H 0.6719 -1.2637 -3.2618 -0.1707 0.1656 0.0240 0.00
H -0.8733 -0.3395 -3.2370 0.1786 -0.1542 0.1688 0.00
H 0.1508 -0.4173 -1.7732 -0.1382 -0.2345 -0.1763 0.00
H -2.9714 -1.2452 -1.8717 0.4626 0.2273 0.4243 0.01
H -2.5136 -2.8243 -0.7043 0.3184 0.5024 0.2309 0.02
```
Forces are in eV/Å.


No. 5
The following is a quantum chemistry calculation of one molecule with the formula C13H19BrO2 in a non-equilibrium geometry, from OMol25.

Results
LUMO energy   0.5 eV
Spin multiplicity   1
Net charge   0
SMILES   C#CCCC[C@@]1([C@H](C)CC)COC(=O)[C@H]1Br
Frontier orbital gap   10.487 eV

```
35
Properties=species:S:1:pos:R:3:forces:R:3:nbo_charge:R:1
C 3.4354 0.9961 1.0035 -0.6169 0.1581 -0.7965 -0.25
C 2.7723 1.2596 0.0306 0.4393 -0.0026 0.5750 -0.01
C 2.0105 1.6137 -1.1713 0.0915 -0.1537 0.0455 -0.50
C 1.5272 0.3964 -1.9875 0.0332 0.1570 -0.0217 -0.39
C 0.1362 -0.1828 -1.6937 0.0459 0.2447 0.0149 -0.41
C -0.1415 -0.7451 -0.2908 -0.0400 -0.1033 -0.1507 -0.07
C -0.4319 0.3585 0.7940 0.0426 -0.0113 -0.0250 -0.22
C -1.0363 -0.1568 2.1075 0.0605 0.1461 0.0196 -0.62
C -1.2682 1.5616 0.3203 -0.1678 -0.0028 0.1192 -0.40
C -2.7847 1.3444 0.1545 0.0170 0.0262 -0.0630 -0.62
C -1.2549 -1.8148 -0.3550 -0.1869 -0.1460 0.3043 -0.08
O -0.9673 -2.7811 0.6846 -0.1206 0.3503 -0.1656 -0.49
C 0.2879 -2.6028 1.1404 -0.0454 -0.1033 -0.0438 0.77
O 0.7133 -3.1492 2.1074 0.2143 -0.2309 0.2828 -0.55
C 0.9907 -1.6324 0.2232 0.1373 -0.1461 -0.1192 -0.33
Br 1.7419 -2.8293 -1.1565 0.0045 -0.1668 0.0575 0.01
H 3.9926 0.7474 1.8675 0.1559 -0.0451 0.1823 0.24
H 1.1902 2.2716 -0.8913 -0.1088 0.0358 0.0059 0.23
H 2.6695 2.2089 -1.8053 0.0379 0.0217 0.0046 0.24
H 2.2891 -0.3786 -1.9125 -0.0556 0.0405 -0.0316 0.22
H 1.5150 0.7009 -3.0357 -0.0300 -0.0135 -0.0299 0.22
H -0.0283 -0.9881 -2.4110 0.0885 0.0035 -0.0095 0.23
H -0.6079 0.5757 -1.9358 -0.1068 -0.0350 0.0006 0.21
H 0.5448 0.7611 1.0762 0.0260 0.0277 -0.1625 0.23
H -1.1794 0.6993 2.7701 -0.0215 0.0046 -0.0039 0.22
H -2.0094 -0.6302 1.9813 0.0295 -0.0779 -0.0238 0.21
H -0.3777 -0.8411 2.6337 -0.0071 -0.1218 0.0439 0.23
H -0.8814 1.9798 -0.6018 0.1633 0.0191 -0.0706 0.20
H -1.1119 2.3357 1.0752 0.0042 0.0295 -0.0239 0.21
H -3.1386 1.7690 -0.7850 -0.0136 0.0230 0.0023 0.21
H -3.3475 1.8249 0.9531 -0.0120 -0.0348 0.0432 0.22
H -3.0729 0.2964 0.1528 -0.0035 -0.0061 0.0020 0.20
H -1.2705 -2.3350 -1.3119 0.0747 -0.0200 -0.0222 0.20
H -2.2492 -1.4375 -0.1398 -0.0035 0.0487 -0.0883 0.20
H 1.8558 -1.1412 0.6501 -0.1260 0.0845 0.1483 0.27
```
Forces are in eV/Å.


No. 6
The following is a quantum chemistry calculation of C13H19BrOScSi as an isolated structure in a non-equilibrium geometry, from OMol25.

Results
LUMO energy   1.7 eV
Spin multiplicity   1
Net charge   -1
Frontier orbital gap   3.845 eV

```
36
Properties=species:S:1:pos:R:3:forces:R:3:nbo_charge:R:1
C -1.2528 -0.9125 -1.6118 -1.7838 -0.4556 0.7860 -0.25
C -1.7230 -2.0400 -0.8484 0.7395 0.8189 0.0078 -0.31
C -2.7398 -1.6070 0.0627 0.6164 0.2663 0.7711 -0.49
H -1.2868 -3.0203 -0.9691 -0.2393 -0.1314 0.2841 0.23
C -2.8750 -0.1715 -0.1145 0.1997 0.0058 -0.1417 -0.44
C -2.0296 0.1918 -1.2197 0.6176 0.5863 1.0854 -0.23
H -1.8282 1.2090 -1.6094 -0.3832 -0.7539 0.4814 0.24
H -0.5590 -0.8791 -2.4425 0.1500 -0.2339 0.3949 0.25
H -3.1070 -2.1905 0.9468 -0.2358 0.2399 -1.0947 0.21
H -3.5002 0.5298 0.4707 0.2252 -0.6372 -0.5703 0.23
Sc -1.0671 -0.8010 1.5485 1.8700 2.1953 -2.8395 1.60
Br 0.9358 -2.3646 1.6254 -0.6397 0.2034 0.3342 -0.49
C 2.6593 1.5189 0.0080 -0.7319 -0.4171 -0.9612 -0.37
C 1.7797 2.2679 -0.8120 -0.6830 -0.4933 -0.4571 -0.36
C 1.4946 1.4922 -1.9752 0.3365 -0.1841 -0.0401 -0.37
H 1.2083 3.1612 -0.5240 0.4828 -0.2759 -0.0895 0.17
C 2.2851 0.2996 -1.9139 -0.9103 0.1478 1.2037 -0.39
C 2.9279 0.2844 -0.6305 -0.3821 0.8257 -0.9732 -0.36
H 3.4858 -0.5357 -0.2190 0.2855 -0.1951 0.0838 0.18
H 2.8668 1.7593 1.0216 0.4618 0.2296 0.7107 0.17
H 0.7126 1.6883 -2.7427 0.7874 0.0867 0.5157 0.17
H 2.1206 -0.5849 -2.5328 0.3165 0.2726 -0.0605 0.17
C -2.1368 2.6657 3.4512 -0.2408 0.0279 0.1641 -1.13
Si -0.7082 1.4774 3.2174 0.8072 1.5093 -1.3504 1.85
C 0.8341 2.1444 3.9983 0.4218 0.0894 0.5558 -1.14
C -1.1693 -0.1436 4.0361 -0.1100 -1.0470 0.7521 -1.19
O -0.4363 1.2017 1.6250 -1.4107 -2.5524 1.2077 -1.16
H -2.3497 2.9119 4.4977 0.0740 -0.0318 -0.0645 0.22
H -3.0643 2.2908 3.0079 0.0457 -0.1088 0.0139 0.23
H -1.9165 3.5976 2.9256 0.1208 -0.0129 0.0259 0.25
H 0.7536 2.3635 5.0676 -0.1420 -0.0001 0.0148 0.22
H 1.6939 1.4798 3.8853 -0.1486 -0.1716 -0.1377 0.26
H 1.1335 3.0740 3.5093 -0.1819 0.0153 -0.1282 0.26
H -2.0603 -0.6693 3.6789 -0.6166 -0.0669 -0.0982 0.21
H -0.3932 -0.9136 4.0883 0.3249 0.0687 -0.1618 0.28
H -1.4176 0.0225 5.0925 -0.0435 0.1801 -0.2245 0.29
```
Forces are in eV/Å.